{"formula": "C24H68N2O10", "method": "ωB97M-V/def2-TZVPD", "smiles": "NC(N)=O.CC(C)O.CC(C)O.CC(C)O.CC(C)O.CC(C)O.CC(C)O.CC(C)O.CO.CO", "gap_ev": 9.29, "largest_force_ev_per_a": 12.89, "multiplicity": 1, "total_charge": 0, "homo_energy_ev": -9.0, "symbols": ["N", "C", "N", "O", "H", "H", "H", "H", "C", "C", "C", "O", "H", "H", "H", "H", "H", "H", "H", "H", "C", "C", "C", "O", "H", "H", "H", "H", "H", "H", "H", "H", "C", "C", "C", "O", "H", "H", "H", "H", "H", "H", "H", "H", "C", "C", "C", "O", "H", "H", "H", "H", "H", "H", "H", "H", "C", "C", "C", "O", "H", "H", "H", "H", "H", "H", "H", "H", "C", "C", "C", "O", "H", "H", "H", "H", "H", "H", "H", "H", "C", "C", "C", "O", "H", "H", "H", "H", "H", "H", "H", "H", "C", "O", "H", "H", "H", "H", "C", "O", "H", "H", "H", "H"], "coordinates": [[-0.10273, 1.32656, -1.05999], [0.39790, 0.21254, -0.52009], [1.11402, 0.43123, 0.55672], [-0.05497, -1.06770, -0.83383], [-0.49441, 1.15015, -1.93641], [0.37480, 2.25749, -0.77715], [1.35052, -0.49498, 1.06142], [1.50014, 1.25225, 0.93593], [2.62230, -3.28911, -0.36633], [2.98687, -2.37414, 0.76423], [3.72814, -1.13282, 0.22173], [2.08382, -1.96283, 1.46981], [3.53192, -3.48153, -0.87191], [1.92443, -2.79812, -1.11618], [2.12867, -4.16022, -0.04711], [3.72840, -2.91683, 1.37511], [4.65599, -1.45772, -0.20885], [3.91590, -0.33971, 0.99796], [3.26346, -0.67160, -0.61958], [1.64662, -2.71709, 1.95786], [3.03167, 3.28307, 1.00045], [2.28877, 3.78077, -0.20720], [2.53319, 3.00890, -1.41091], [1.00049, 3.85078, -0.13792], [3.67883, 4.03494, 1.40282], [3.56912, 2.31195, 1.01098], [2.31428, 3.26677, 1.76956], [2.68257, 4.80154, -0.31300], [3.39558, 3.41733, -1.78740], [1.75767, 3.15705, -2.20127], [2.78885, 2.01833, -1.26998], [0.83362, 4.48141, 0.57320], [2.29161, -0.12340, 5.60805], [1.22290, 0.84839, 5.03069], [1.17361, 0.77833, 3.52254], [0.05190, 0.65895, 5.45938], [3.15137, -0.22238, 4.87445], [1.97953, -1.11836, 5.75738], [2.85488, 0.26431, 6.43684], [1.57473, 1.86546, 5.34432], [0.23434, 1.18288, 3.03738], [1.24817, -0.30990, 3.21357], [2.06043, 1.31600, 3.17026], [-0.10166, -0.26903, 5.39142], [-2.52538, 4.37734, 1.00645], [-1.96052, 3.01598, 1.32018], [-2.29543, 2.45140, 2.62569], [-2.30045, 2.16835, 0.44567], [-2.12079, 5.05445, 1.73800], [-3.55550, 4.53963, 1.16618], [-2.35695, 4.69702, -0.00899], [-0.85355, 3.11494, 1.22188], [-2.16441, 3.18521, 3.41294], [-1.74468, 1.52237, 2.95389], [-3.39713, 2.22551, 2.61392], [-1.51659, 1.68201, 0.04638], [-2.88756, -1.15929, 0.78510], [-1.78740, -1.12987, 1.83934], [-2.40922, -0.97435, 3.21520], [-1.03472, -2.13694, 1.83498], [-3.35783, -2.16273, 0.99953], [-2.56348, -1.05898, -0.24068], [-3.62016, -0.38960, 0.92985], [-0.94484, -0.36011, 1.68525], [-3.16799, -0.23113, 3.28149], [-1.59170, -0.76202, 3.96344], [-2.94173, -1.92460, 3.47297], [-0.52633, -1.87222, 1.06750], [-0.58507, -4.16923, -0.76961], [-0.75059, -5.74055, -0.84811], [0.59795, -6.39045, -0.46573], [-1.59094, -6.34694, -0.12310], [0.09279, -3.85564, -1.62690], [-0.01597, -3.76847, 0.05704], [-1.49338, -3.57246, -0.84254], [-1.06581, -5.99026, -1.86913], [0.59030, -7.42684, -0.17707], [0.98498, -5.96902, 0.41795], [1.36125, -6.37990, -1.31475], [-1.70063, -7.29260, -0.42645], [-2.08443, -0.48626, -5.61673], [-2.26594, 0.62410, -4.50243], [-2.57506, -0.04219, -3.11785], [-1.27447, 1.38277, -4.41391], [-1.10720, -0.99078, -5.63121], [-2.34640, -0.11580, -6.58017], [-2.72410, -1.33717, -5.49512], [-3.05955, 1.35363, -4.64778], [-3.60475, -0.32492, -3.06001], [-2.38372, 0.54328, -2.22197], [-2.02287, -0.96968, -2.99487], [-1.41131, 2.11068, -5.02188], [0.79109, -1.33510, -3.60492], [0.85242, 0.07623, -3.88818], [-0.17504, -1.69773, -3.24752], [1.64068, -1.35249, -2.93477], [1.03096, -2.01275, -4.47804], [-0.00452, 0.46285, -4.12025], [-1.10749, 4.05148, -2.56459], [-2.25963, 3.29240, -2.24196], [-1.05771, 4.19182, -3.63426], [-0.20827, 3.48696, -2.27423], [-1.25888, 4.98348, -2.02147], [-2.10260, 3.08523, -1.33258]], "atomic_forces_ev_per_a": [[1.0672, 1.8140, 0.9189], [-2.8946, -5.0143, -0.1654], [1.1878, -4.3094, 1.8025], [2.3112, 5.9800, 1.5049], [-0.6061, 0.4612, -1.8352], [-1.2802, -2.0504, -1.0331], [-0.1573, 2.0470, -0.9027], [0.0794, 1.1809, -0.0968], [-1.0116, 1.8222, -1.6109], [9.0189, -2.1450, -5.9800], [0.8897, 0.0831, 0.4971], [-9.9367, 1.7592, 8.0172], [0.8732, -0.7646, -0.6814], [0.7810, -0.2799, 1.0065], [-0.3087, -1.3154, 0.4866], [0.4415, -0.1965, -0.0641], [0.8544, -0.1307, 0.1344], [-0.1439, -0.9311, -0.5569], [-0.9778, 0.3519, -0.4776], [0.1530, 1.3722, -0.6171], [0.5945, -0.6881, 0.8909], [5.3666, 0.7757, -0.8207], [-0.4266, 0.6265, -2.3590], [-6.0079, 0.9915, 2.3479], [0.9140, 0.3860, -0.1498], [-0.4239, 0.4999, -0.4753], [-1.1848, -0.5654, 1.3555], [0.0764, 0.1553, -0.5108], [2.3357, 0.8124, -1.5058], [0.6430, -0.2788, 0.7524], [-0.0925, -2.3459, 0.4058], [-1.0804, -0.1297, 0.0370], [2.1371, 1.3617, -2.1059], [6.7403, 1.8871, -2.0632], [0.5043, -0.7356, -1.4003], [-6.7542, -0.6567, 3.8124], [-1.0094, 0.0791, 0.3131], [-0.8116, -1.1827, 0.4146], [-0.4297, 0.1196, 0.9548], [-0.3512, -0.4473, -0.3076], [1.1148, -0.1890, 0.9151], [-0.0360, 1.1451, 0.2010], [-0.0731, -0.2308, -0.5520], [-0.9039, -1.0950, 0.1487], [0.4621, 0.6505, 0.9278], [3.3409, 3.7804, 2.8973], [-1.2590, -0.4936, 2.8293], [-1.4951, -6.0637, -7.1441], [0.6716, 0.7591, 0.0197], [-1.6222, -0.6441, 0.1419], [0.5070, 0.1114, -0.2775], [-0.0800, 0.4905, 0.6926], [0.1190, 0.1669, 0.4359], [-0.5636, 1.0573, -0.8036], [0.9086, -0.0211, 0.0435], [-1.2833, 0.4235, 0.4981], [-0.4074, -1.0773, 0.5644], [-3.3161, 7.8665, 0.9410], [0.5935, -0.9570, 0.9675], [4.6613, -7.5494, -0.4642], [0.1545, 0.8776, -0.6960], [0.4147, -0.3948, -0.2274], [-0.4259, 0.4486, 0.2916], [-2.3660, 1.2130, 0.1214], [-0.3661, 0.8594, -0.0305], [-1.0045, -0.3233, -0.5898], [0.6690, 0.4576, -0.0870], [1.2166, -1.5044, -1.0164], [0.4980, -0.4845, -1.2723], [5.5531, 2.4667, -3.9972], [1.8014, 0.0051, -2.9112], [-6.9358, -3.9622, 5.0973], [-1.0465, -0.5792, 0.6578], [-0.1879, -0.4565, 0.6839], [-0.1889, -0.3136, -0.0684], [0.9362, 0.5746, -0.7805], [-0.9066, -0.7900, -0.2725], [0.6343, 1.1172, 0.9478], [-0.6547, 0.4512, 1.1587], [0.1889, 1.7886, 0.6666], [-0.3677, 0.0712, 0.9529], [-6.8843, -5.6187, 0.6932], [0.4535, -0.4811, -0.5815], [7.4697, 5.7120, 0.2489], [0.1325, 0.8610, 0.1423], [0.2073, 0.5189, -0.9301], [-0.8900, -0.3258, 0.4703], [-1.5067, -1.0017, -0.7099], [-0.8008, -0.1412, -0.1474], [0.0555, 0.5101, -0.3238], [0.2282, -0.1040, -0.0081], [0.7594, 0.2766, 0.0518], [0.8762, 0.3548, -1.2807], [-0.0801, -0.7021, -0.1529], [0.4099, 0.3185, 0.5859], [-0.3255, -1.2302, 0.6415], [-0.0492, 0.9639, 0.3241], [0.3176, -0.1434, -0.2151], [-0.3776, -0.5069, 0.2484], [0.0622, -0.0744, -1.1604], [-0.1254, 0.3158, -0.2849], [-0.1962, 0.7009, -0.0801], [0.9347, 0.4401, -0.2651], [-0.7059, -0.6944, 1.1899]]}

---

{"formula": "C7H16BO11S", "method": "ωB97M-V/def2-TZVPD", "gap_ev": 8.29, "largest_force_ev_per_a": 0.39, "multiplicity": 1, "total_charge": -1, "homo_energy_ev": -5.6, "symbols": ["O", "S", "O", "O", "C", "B", "O", "O", "H", "H", "H", "H", "C", "O", "C", "O", "O", "C", "H", "H", "H", "H", "H", "H", "C", "O", "C", "O", "O", "C", "H", "H", "H", "H", "H", "H"], "coordinates": [[-1.15293, -3.03452, -0.74961], [-1.14399, -2.76769, -2.18317], [-0.25770, -3.62807, -2.94959], [-1.00795, -1.33558, -2.50615], [-2.80510, -3.14272, -2.71734], [-3.84692, -2.23952, -1.94821], [-5.06303, -2.74993, -1.47137], [-3.58077, -0.93166, -1.72075], [-2.99303, -4.20324, -2.53600], [-2.82126, -2.97564, -3.79828], [-5.75529, -2.75387, -2.13361], [-2.67194, -0.72743, -2.02156], [1.31373, -1.32651, -0.13274], [2.50216, -0.78543, 0.50926], [2.63131, -1.05301, 1.79162], [1.88875, -1.68589, 2.49414], [3.77111, -0.46886, 2.22491], [4.03027, -0.67371, 3.61078], [1.37403, -1.00222, -1.16555], [1.30476, -2.41058, -0.08496], [0.41233, -0.92806, 0.32259], [4.13377, -1.73486, 3.83272], [3.22967, -0.25764, 4.22105], [4.96390, -0.15669, 3.81743], [-1.79781, 4.68365, -0.23395], [-0.76052, 3.75315, -0.53853], [0.13915, 3.59223, 0.43312], [0.13951, 4.17789, 1.48752], [1.02253, 2.68724, 0.03735], [2.05339, 2.39820, 0.98753], [-2.44105, 4.70113, -1.10862], [-2.36248, 4.35721, 0.63755], [-1.38530, 5.67468, -0.04954], [1.62241, 2.01099, 1.90970], [2.63322, 3.29547, 1.20036], [2.68107, 1.64151, 0.53190]], "atomic_forces_ev_per_a": [[0.1133, 0.0913, -0.0065], [-0.1077, -0.3650, -0.0949], [0.0952, 0.1422, 0.0055], [0.1197, 0.1225, 0.0291], [-0.1524, -0.3380, -0.0192], [0.0243, 0.3623, 0.0875], [-0.0059, 0.0890, -0.1112], [-0.3190, -0.0231, 0.0027], [0.1067, 0.0465, -0.0085], [-0.0396, 0.0488, 0.0303], [-0.0478, -0.0954, 0.0154], [0.2317, -0.0749, 0.0449], [-0.0148, 0.0146, -0.1825], [-0.0222, -0.0759, -0.0275], [0.0449, 0.0707, 0.0000], [-0.0247, -0.0321, 0.0103], [-0.0070, 0.0071, 0.0030], [0.0564, 0.0301, 0.0186], [-0.0247, 0.0050, 0.0056], [-0.0055, 0.0092, 0.1125], [0.0224, -0.0412, 0.0875], [-0.0347, -0.0057, 0.0076], [-0.0202, -0.0300, 0.0005], [-0.0008, 0.0051, -0.0232], [-0.0663, 0.0147, -0.0394], [0.0323, 0.0145, -0.0107], [-0.0639, -0.0300, -0.0109], [0.0223, 0.0214, 0.0215], [0.0328, -0.0004, -0.0322], [0.1248, -0.0136, 0.0347], [0.0134, -0.0227, -0.0068], [0.0214, 0.0090, 0.0205], [0.0099, -0.0079, 0.0328], [-0.0179, 0.0409, 0.0113], [-0.0498, 0.0212, 0.0482], [-0.0464, -0.0102, -0.0567]]}

---

{"formula": "C4H9NO2", "method": "ωB97M-V/def2-TZVPD", "smiles": "CCNC(=O)OC", "gap_ev": 10.70, "largest_force_ev_per_a": 0.49, "multiplicity": 1, "total_charge": 0, "homo_energy_ev": -9.8, "symbols": ["C", "C", "N", "C", "O", "O", "C", "H", "H", "H", "H", "H", "H", "H", "H", "H"], "coordinates": [[-1.96755, 0.83363, 0.84895], [-1.79375, -0.53131, 0.18406], [-0.60775, -0.59948, -0.65295], [0.64460, -0.61688, -0.11138], [0.93761, -0.93893, 1.02010], [1.52530, -0.22490, -1.06628], [2.83154, 0.10980, -0.62242], [-1.86292, 1.63528, 0.10811], [-2.95573, 0.92770, 1.31157], [-1.20640, 0.98166, 1.62129], [-1.72864, -1.32329, 0.93447], [-2.64937, -0.75905, -0.46012], [-0.64519, -0.10466, -1.53156], [3.46693, 0.07196, -1.50835], [2.83177, 1.12669, -0.21513], [3.17956, -0.58822, 0.13963]], "atomic_forces_ev_per_a": [[0.0213, 0.0388, 0.0344], [-0.1161, -0.0736, 0.0664], [0.1194, 0.0804, -0.0271], [-0.1175, -0.0039, 0.1889], [-0.1089, 0.2217, -0.4195], [-0.0980, -0.0437, 0.0065], [0.2771, 0.0382, 0.0717], [-0.0625, -0.1155, 0.1001], [0.1521, -0.0557, -0.0357], [-0.0973, -0.0124, -0.1166], [0.0094, 0.1084, -0.0882], [0.1088, 0.0173, 0.1167], [-0.0654, -0.0800, 0.0405], [-0.0399, -0.0142, 0.1674], [0.0333, -0.1539, -0.0115], [-0.0159, 0.0481, -0.0940]]}

---

multiplicity of number 3 (C4H9NO2)? 1